1.
{"formula": "C24H35N2O5PbS2Sb", "method": "ωB97M-V/def2-TZVPD", "elements": ["Pb", "O", "C", "O", "C", "C", "C", "C", "C", "O", "C", "C", "O", "O", "H", "H", "H", "H", "H", "H", "H", "H", "S", "C", "C", "N", "C", "S", "C", "N", "C", "C", "C", "C", "Sb", "C", "C", "C", "C", "C", "C", "C", "C", "H", "H", "H", "H", "H", "H", "H", "H", "H", "H", "H", "H", "H", "H", "H", "H", "H", "H", "H", "H", "H", "H", "H", "H", "H", "H", "H"], "coordinates": [[0.061393, 1.883578, -0.776899], [1.322194, 5.837258, 0.195169], [0.930818, 4.726101, 0.430770], [0.319406, 3.979024, -0.483443], [1.015109, 4.115490, 1.822295], [-0.324828, 3.477145, 2.236151], [-0.381111, 3.298457, 3.748245], [0.653201, 2.165256, 3.957994], [1.047886, 1.830090, 2.518661], [-0.175910, 2.100990, 1.788471], [1.992507, 2.888514, 1.953489], [2.631060, 2.507722, 0.618580], [3.624398, 3.043333, 0.215538], [2.027367, 1.493942, -0.031699], [1.300245, 4.908769, 2.509034], [-1.202011, 3.911513, 1.764707], [-0.133111, 4.217646, 4.276352], [-1.378056, 2.985275, 4.054063], [1.517888, 2.476936, 4.543151], [0.206740, 1.301822, 4.449060], [1.350552, 0.803006, 2.342813], [2.805177, 3.121755, 2.639311], [-0.243027, 2.324574, -3.208478], [-1.994582, 2.421828, -3.158067], [-2.539797, 2.745861, -4.445081], [-2.956637, 2.976950, -5.490904], [-2.840707, 2.239812, -2.115609], [-2.446694, 1.839183, -0.454206], [-4.252212, 2.366707, -2.332544], [-5.389937, 2.469928, -2.460178], [2.186362, -3.564324, -0.320452], [2.106042, -2.043735, -0.193154], [2.532274, -1.633898, 1.215304], [3.058371, -1.405685, -1.204931], [0.096215, -1.219986, -0.551573], [-1.201340, -1.970230, 1.056567], [-0.818261, -3.389326, 1.468999], [-2.660312, -1.956354, 0.605340], [-1.043389, -1.032110, 2.252507], [-0.655054, -2.017204, -2.453860], [-0.730149, -3.540884, -2.490652], [0.286610, -1.528416, -3.554769], [-2.044959, -1.427460, -2.713196], [3.228323, -3.856623, -0.149928], [1.911732, -3.922272, -1.310466], [1.580838, -4.088573, 0.415368], [3.539855, -2.022013, 1.396907], [1.882945, -2.052986, 1.986565], [2.571639, -0.549889, 1.319866], [4.081840, -1.688912, -0.936776], [3.007462, -0.316264, -1.197293], [2.883286, -1.770686, -2.216221], [-0.815460, -4.089688, 0.632817], [-1.556379, -3.748162, 2.194834], [0.155265, -3.424729, 1.957782], [-2.874269, -2.761609, -0.097086], [-2.963183, -1.011034, 0.154634], [-3.288929, -2.120746, 1.486775], [-0.020391, -1.005204, 2.631640], [-1.682620, -1.395834, 3.064326], [-1.352888, -0.012971, 2.016536], [0.256616, -3.999366, -2.528974], [-1.256319, -3.835579, -3.405054], [-1.281101, -3.964011, -1.648855], [1.309542, -1.879941, -3.428042], [0.302720, -0.441996, -3.632812], [-0.075286, -1.917080, -4.512561], [-2.820824, -1.928411, -2.138605], [-2.281990, -1.567242, -3.772620], [-2.102140, -0.357004, -2.505638]], "forces_ev_per_angstrom": [[-0.312, -0.352, 0.363], [0.038, 0.093, 0.119], [-0.203, -0.154, -0.228], [0.236, 0.062, 0.071], [0.009, -0.075, 0.102], [0.005, 0.024, -0.045], [-0.019, 0.024, 0.022], [0.038, 0.002, 0.030], [0.003, -0.079, -0.026], [0.017, -0.008, -0.028], [-0.053, 0.208, -0.025], [0.002, -0.348, 0.083], [0.077, 0.036, 0.025], [-0.030, 0.353, -0.099], [0.028, 0.023, -0.038], [-0.010, -0.009, 0.007], [0.010, -0.006, -0.006], [-0.001, 0.002, 0.004], [-0.009, -0.002, 0.002], [-0.009, -0.003, -0.012], [-0.014, 0.029, -0.002], [0.010, 0.035, -0.037], [0.039, -0.104, -0.137], [0.030, 0.023, -0.004], [-0.079, -0.046, 0.001], [0.030, 0.017, -0.005], [0.049, -0.037, 0.013], [0.041, 0.085, 0.009], [-0.020, 0.096, -0.007], [-0.001, -0.055, 0.001], [-0.005, 0.012, 0.007], [0.031, -0.029, -0.041], [-0.032, -0.018, 0.024], [0.045, 0.022, 0.001], [0.065, 0.129, -0.102], [0.025, -0.035, 0.032], [0.005, -0.001, 0.037], [-0.002, -0.012, -0.042], [-0.061, 0.021, -0.022], [0.002, 0.017, -0.054], [-0.027, -0.012, 0.027], [0.039, -0.043, -0.023], [0.014, 0.016, 0.012], [-0.004, -0.006, -0.006], [0.004, 0.035, -0.042], [-0.047, -0.001, 0.011], [0.008, 0.024, -0.001], [0.008, 0.027, 0.000], [0.001, -0.011, -0.023], [0.002, 0.003, 0.005], [-0.003, -0.035, -0.004], [0.013, 0.028, 0.013], [-0.006, 0.005, -0.008], [0.002, 0.005, 0.001], [0.015, -0.021, -0.026], [0.015, -0.012, -0.053], [0.015, 0.031, 0.027], [-0.012, -0.011, -0.013], [0.018, 0.003, -0.025], [0.003, 0.002, 0.005], [0.020, -0.009, 0.010], [-0.005, -0.012, 0.046], [0.000, -0.004, 0.003], [-0.013, 0.020, 0.005], [-0.030, -0.051, 0.005], [-0.002, 0.059, 0.027], [-0.003, 0.014, 0.001], [-0.014, 0.021, 0.058], [-0.015, -0.001, 0.005], [0.027, -0.007, -0.027]], "e_homo_ev": -8.62, "e_lumo_ev": -2.1, "orbital_gap_ha": 0.238, "energy_ev": -72128.0547}

---

2.
{"formula": "C3H6N2O2", "method": "ωB97M-V/def2-TZVPD", "elements": ["H", "N", "C", "O", "C", "C", "N", "O", "H", "H", "H", "H", "H"], "coordinates": [[0.911553, 1.001861, -0.234863], [0.980590, 1.091701, -1.244216], [0.136991, 0.388158, -1.859521], [-0.830461, -0.427214, -1.370562], [-1.058842, -0.422356, 0.025879], [0.185399, -0.791749, 0.847154], [0.533416, 0.133282, 1.798400], [0.818759, -1.804119, 0.630150], [0.107019, 0.365407, -2.947401], [-1.463106, 0.551198, 0.333798], [-1.815966, -1.191757, 0.195888], [1.407706, 0.014535, 2.287381], [-0.025012, 0.947897, 2.011642]], "forces_ev_per_angstrom": [[0.097, 0.166, -0.072], [-0.223, -0.038, -0.191], [0.174, 0.107, 0.010], [-0.017, -0.106, -0.012], [-0.140, -0.016, 0.180], [0.244, -0.187, -0.054], [-0.011, -0.095, 0.065], [-0.278, 0.564, 0.156], [0.005, -0.043, 0.103], [0.078, -0.083, -0.053], [0.109, 0.126, -0.002], [-0.164, -0.125, 0.044], [0.128, -0.271, -0.172]], "de_lowest_kcal_mol": 38.0, "e_homo_ev": -10.23, "e_lumo_ev": 0.7, "orbital_gap_ha": 0.400, "energy_ev": -10283.1487}

---

3.
{"formula": "C24H68N6O10", "method": "ωB97M-V/def2-TZVPD", "elements": ["N", "C", "N", "O", "H", "H", "H", "H", "N", "C", "N", "O", "H", "H", "H", "H", "N", "C", "N", "O", "H", "H", "H", "H", "C", "C", "C", "O", "H", "H", "H", "H", "H", "H", "H", "H", "C", "C", "C", "O", "H", "H", "H", "H", "H", "H", "H", "H", "C", "C", "C", "O", "H", "H", "H", "H", "H", "H", "H", "H", "C", "C", "C", "O", "H", "H", "H", "H", "H", "H", "H", "H", "C", "C", "C", "O", "H", "H", "H", "H", "H", "H", "H", "H", "C", "C", "C", "O", "H", "H", "H", "H", "H", "H", "H", "H", "C", "C", "C", "O", "H", "H", "H", "H", "H", "H", "H", "H"], "coordinates": [[-1.366051, 3.103878, -1.099683], [-2.546057, 2.891004, -1.666799], [-2.757518, 3.583937, -2.806935], [-3.391506, 2.129011, -1.172638], [-1.198262, 2.602260, -0.243897], [-0.798446, 3.869905, -1.408711], [-3.521245, 3.410678, -3.434477], [-1.882822, 3.933032, -3.156019], [0.441438, -0.866216, 5.862820], [0.540085, -1.315058, 7.142891], [-0.117459, -0.628186, 8.092365], [1.242553, -2.301150, 7.385984], [1.047385, -1.197371, 5.136280], [0.171500, 0.105434, 5.832400], [-0.704485, 0.152183, 7.863166], [0.185180, -0.839775, 9.026632], [1.026766, -6.143310, 1.006014], [0.094988, -5.207335, 0.724654], [0.540667, -4.030270, 0.255626], [-1.114333, -5.392911, 0.930007], [2.024834, -5.956396, 0.972933], [0.648359, -6.983919, 1.404215], [1.506978, -3.920462, 0.016725], [-0.026159, -3.192378, 0.276084], [4.222918, 2.145426, -3.480414], [3.973041, 0.663848, -3.188541], [2.498606, 0.362225, -3.278907], [4.581508, -0.104915, -4.262602], [3.774579, 2.448490, -4.430139], [5.285367, 2.390051, -3.489724], [3.743734, 2.877004, -2.823184], [4.563393, 0.371919, -2.318404], [2.467240, -0.730753, -3.174025], [2.052137, 0.545576, -4.257556], [1.813156, 0.748348, -2.524913], [3.846539, -0.653096, -4.547881], [-0.180593, -0.793703, 1.982044], [-0.831560, -0.478060, 0.591745], [0.154924, 0.168984, -0.366761], [-1.237891, -1.738195, 0.059025], [-0.941510, -0.992504, 2.741867], [0.510072, -0.062347, 2.401952], [0.241636, -1.797495, 1.894026], [-1.686755, 0.162056, 0.809249], [1.014818, -0.497965, -0.442960], [0.443265, 1.175250, -0.060858], [-0.380203, 0.222921, -1.315716], [-2.182001, -1.806227, -0.134450], [-1.812842, -0.042478, -4.021784], [-1.880487, 1.131495, -5.044071], [-1.290794, 0.707815, -6.352667], [-3.242648, 1.522007, -5.056953], [-1.874149, 0.236435, -2.966435], [-0.861784, -0.567774, -4.132693], [-2.609157, -0.780459, -4.135710], [-1.288878, 1.986954, -4.696139], [-2.054288, 0.268380, -7.002682], [-0.342230, 0.183826, -6.309664], [-1.188568, 1.602324, -6.981123], [-3.609646, 1.233047, -4.217340], [-3.990019, 2.155455, 2.051102], [-2.808715, 2.514174, 2.977625], [-1.568193, 3.150863, 2.320004], [-3.361799, 3.468063, 3.912171], [-4.398841, 3.070247, 1.622191], [-4.754341, 1.748446, 2.711893], [-3.565025, 1.401144, 1.391776], [-2.529503, 1.578010, 3.461955], [-1.874572, 3.646682, 1.397259], [-0.838529, 2.372934, 2.064903], [-0.926010, 3.853750, 2.850367], [-3.820553, 4.148930, 3.413538], [5.309041, -3.707803, 1.345770], [3.893966, -3.735450, 0.814001], [3.804143, -2.518125, -0.115109], [3.532587, -4.969285, 0.157362], [5.970975, -3.966370, 0.516238], [5.447497, -4.437675, 2.146272], [5.660389, -2.755244, 1.739480], [3.067320, -3.622856, 1.516344], [3.651429, -1.601240, 0.451762], [3.011308, -2.622984, -0.860807], [4.719074, -2.461941, -0.710120], [4.123158, -5.090496, -0.595915], [3.697572, 1.925886, 0.672037], [2.627576, 2.721070, 1.421685], [3.155297, 3.782970, 2.402506], [1.746408, 3.342773, 0.504731], [4.102161, 2.445196, -0.196535], [3.230407, 0.984121, 0.386041], [4.534279, 1.754511, 1.351869], [2.049698, 2.033704, 2.044620], [3.950570, 3.336850, 3.002291], [2.425292, 4.245206, 3.064535], [3.590749, 4.601398, 1.820765], [2.258344, 3.999041, 0.020446], [-5.495242, -1.204288, -1.645962], [-5.084585, -0.994866, -0.205405], [-5.049068, -2.301090, 0.587273], [-3.785914, -0.407693, -0.202060], [-4.823583, -2.009884, -1.958284], [-5.513624, -0.426719, -2.407953], [-6.503038, -1.631562, -1.684233], [-5.754233, -0.263230, 0.261943], [-4.377458, -2.286789, 1.447716], [-4.615146, -3.117382, 0.004869], [-6.051260, -2.529716, 0.946265], [-3.807300, 0.466259, -0.624432]], "forces_ev_per_angstrom": [[0.907, -0.036, 0.430], [-2.339, -1.074, 0.075], [0.798, 0.666, 0.040], [0.375, 0.279, -0.438], [0.333, 0.313, -0.011], [0.338, -0.093, 0.394], [0.067, -0.211, 0.049], [-0.412, 0.294, -0.850], [-1.196, 1.542, -0.026], [2.279, -2.327, -0.642], [-0.286, 0.247, 0.295], [-0.672, 0.676, 0.358], [0.142, -0.279, 0.274], [0.055, -0.067, -0.688], [0.016, 0.040, 0.324], [-0.360, 0.179, 0.074], [0.513, -0.549, 0.015], [-2.100, 0.123, 0.708], [0.993, 0.985, -0.472], [0.901, -0.140, -0.117], [-0.508, -0.191, -0.070], [0.231, -0.032, -0.002], [0.098, -0.144, -0.016], [-0.464, -0.393, -0.210], [0.027, 0.646, -0.199], [0.567, 1.408, -1.519], [-0.454, -1.606, 0.957], [-0.283, 0.297, 0.315], [0.294, -0.461, -0.316], [0.012, -0.100, -0.141], [0.002, -0.508, 0.673], [-0.854, -0.059, 0.546], [-0.492, -0.062, 0.182], [0.422, 0.485, -0.121], [0.345, 0.287, 0.139], [0.380, -0.323, -0.473], [-0.831, -0.806, -0.295], [0.438, -0.197, 1.619], [-0.823, -0.356, 0.098], [0.297, 0.103, -0.051], [-0.271, 0.383, -0.084], [0.154, 0.067, -0.350], [0.725, 0.272, -0.042], [-0.170, 0.004, -0.492], [0.162, 0.172, -0.196], [0.210, -0.091, 0.077], [0.394, 0.094, -0.233], [-0.038, 0.659, 0.146], [0.925, 0.078, 0.107], [0.243, -1.395, 2.333], [-1.497, 1.426, -2.014], [-0.320, 0.499, -0.985], [-0.031, 0.484, -0.088], [-0.020, -0.095, 0.078], [-0.047, 0.105, -0.555], [0.080, -0.110, 0.314], [0.166, -1.119, 0.494], [-0.173, -0.154, 0.139], [0.718, 0.226, 0.287], [-0.112, -0.032, -0.034], [1.555, -0.123, 0.907], [-0.822, 1.626, 0.008], [0.142, -0.835, -0.956], [0.583, -0.573, 0.900], [0.190, -0.216, -0.655], [-0.015, -0.278, -0.178], [-0.860, 0.147, -0.652], [0.006, 0.337, 0.689], [0.060, 0.099, 0.005], [-0.187, -0.194, -0.375], [-0.708, 0.089, 0.725], [0.022, -0.064, -0.151], [0.148, -1.141, 0.758], [-0.600, 1.092, -0.624], [-0.251, -0.552, -0.879], [0.793, 0.582, 0.042], [0.090, -0.062, 0.041], [0.094, -0.095, -0.104], [-0.422, 0.208, -0.123], [0.488, -0.081, 0.628], [0.118, 0.021, -0.020], [-0.254, 0.082, 0.226], [0.105, 0.284, 0.102], [-0.049, -0.129, -0.005], [-0.101, 0.132, 0.833], [0.211, 0.739, 0.751], [0.787, -0.158, -0.587], [-0.727, -0.118, -0.272], [-0.196, 0.091, -0.074], [0.327, -0.066, -0.295], [0.011, -0.335, -0.086], [-0.296, -0.131, -0.393], [-0.011, 0.153, 0.136], [-0.313, -0.349, -0.130], [0.196, 0.011, 0.048], [0.005, 0.004, 0.004], [-0.615, -1.845, -0.197], [0.211, 1.325, -0.066], [0.314, 0.150, -0.083], [0.415, -0.505, 0.291], [-0.064, 0.119, -0.574], [0.452, 0.576, 0.597], [-0.012, -0.093, 0.081], [-0.156, -0.212, 0.246], [-0.168, 0.629, 0.145], [-0.442, -0.062, -0.307], [0.036, -0.316, -0.144], [0.051, 0.009, -0.042]], "de_lowest_kcal_mol": 39.9, "e_homo_ev": -8.82, "e_lumo_ev": 0.0, "orbital_gap_ha": 0.323, "energy_ev": -55407.5977}

---

4.
{"formula": "C7H19Cl2FNbO", "method": "ωB97M-V/def2-TZVPD", "elements": ["C", "C", "O", "C", "Nb", "C", "C", "F", "H", "H", "H", "H", "H", "H", "H", "H", "H", "H", "H", "H", "H", "H", "H", "Cl", "C", "C", "Cl", "H", "H", "H", "H"], "coordinates": [[1.916447, 1.575239, 1.838505], [0.865055, 1.766033, 0.776341], [-0.382099, 1.268545, 1.178642], [-0.962746, 0.295350, 0.289925], [-0.209372, -1.842318, 0.504285], [0.007881, -1.884510, 2.779968], [1.018357, -2.873399, 3.252679], [1.434776, -2.613043, 4.593228], [2.885777, 1.909615, 1.481681], [1.987431, 0.525074, 2.102346], [1.655018, 2.138992, 2.728895], [1.182777, 1.283297, -0.148347], [0.743098, 2.832062, 0.560759], [-2.037019, 0.308544, 0.476452], [-0.859165, 0.621164, -0.743100], [-1.891646, -2.582648, 0.725597], [-0.359732, -2.191220, -1.309338], [1.604161, -1.502469, 0.381933], [0.282303, -3.628017, 0.576881], [-0.956894, -2.133684, 3.215297], [0.298750, -0.887724, 3.109970], [0.590771, -3.870724, 3.260235], [1.926238, -2.907277, 2.661803], [-2.326154, 0.034996, -3.708874], [-2.064156, 1.625495, -4.461870], [-0.636198, 2.086855, -4.341437], [-0.205189, 2.463952, -2.658359], [-2.741333, 2.332231, -3.989769], [-2.323268, 1.531140, -5.515499], [-0.495879, 2.995188, -4.925369], [0.052012, 1.323261, -4.693462]], "forces_ev_per_angstrom": [[-0.119, -0.071, 0.153], [-0.013, 0.101, -0.324], [-0.109, -0.146, 0.414], [-0.182, -0.344, -0.415], [-0.379, 2.057, 1.087], [0.271, -0.871, -0.470], [-0.172, -0.204, 0.016], [0.072, 0.005, 0.270], [0.199, 0.099, -0.064], [0.071, -0.180, 0.029], [-0.007, 0.072, 0.199], [0.072, -0.106, -0.126], [0.066, 0.192, -0.103], [-0.220, 0.038, 0.102], [-0.046, 0.246, -0.280], [0.305, -0.486, -0.069], [0.080, -0.440, 0.147], [0.261, -0.548, -0.007], [-0.160, 0.025, -0.294], [-0.236, 0.139, 0.103], [0.013, 0.363, -0.264], [-0.020, -0.208, -0.007], [0.217, 0.195, -0.049], [0.032, 0.028, 0.019], [-0.118, -0.053, -0.066], [0.068, 0.001, -0.008], [0.065, 0.103, -0.015], [-0.013, 0.009, 0.026], [-0.003, -0.002, -0.013], [-0.008, 0.013, -0.003], [0.014, -0.028, 0.011]], "e_homo_ev": -4.11, "e_lumo_ev": 2.6, "charge": -1, "orbital_gap_ha": 0.245, "energy_ev": -38921.1807}